(1)
{
  "formula": "C30H44BF4N4O5",
  "method": "ωB97M-V with the def2-TZVPD basis set",
  "elements": ["C", "C", "C", "N", "B", "C", "F", "F", "C", "F", "F", "O", "C", "C", "N", "C", "C", "C", "N", "C", "C", "C", "C", "C", "C", "C", "O", "C", "C", "C", "C", "C", "C", "N", "O", "C", "O", "C", "C", "C", "C", "C", "C", "O", "H", "H", "H", "H", "H", "H", "H", "H", "H", "H", "H", "H", "H", "H", "H", "H", "H", "H", "H", "H", "H", "H", "H", "H", "H", "H", "H", "H", "H", "H", "H", "H", "H", "H", "H", "H", "H", "H", "H", "H", "H", "H", "H", "H"],
  "xyz": [[6.0130, 3.7043, -0.8391], [5.7738, 2.5108, -1.7729], [4.5324, 1.6338, -1.3695], [3.5147, 2.4515, -0.7011], [2.6041, 1.6920, 0.2705], [3.3507, 1.8761, 1.7642], [2.4451, 1.8458, 2.8168], [3.9417, 3.1080, 1.8169], [4.4085, 0.7772, 2.0595], [4.4370, 0.5133, 3.4185], [5.6648, 1.1811, 1.7426], [1.3142, 2.4046, 0.1384], [0.2235, 1.5340, -0.0422], [-0.5918, 1.7526, 1.2889], [-1.1507, 3.0937, 1.4580], [-0.6700, 1.9675, -1.2057], [-2.0305, 1.2027, -1.2018], [-2.6276, 1.1494, -2.6050], [-3.7567, 0.2300, -2.8235], [-4.2971, -0.4825, -1.6814], [-5.1675, 0.3833, -0.7785], [-6.2886, 1.0211, -1.2780], [-7.0884, 1.7731, -0.4525], [-6.7955, 1.9470, 0.8806], [-5.6832, 1.3164, 1.4051], [-4.8990, 0.5418, 0.5703], [-3.8105, -0.1238, 1.0866], [0.8995, 0.0756, -0.1555], [0.3125, -1.0289, 0.7344], [0.7271, -0.9762, 2.2324], [0.8018, -2.4054, 2.8246], [-0.5172, -2.9316, 3.4261], [-1.7679, -2.6806, 2.5773], [-1.8013, -3.5030, 1.3445], [0.5004, -0.3604, -1.5333], [1.5190, -0.9564, -2.2201], [2.2359, -0.3630, -2.9974], [1.6671, -2.4511, -1.9970], [0.5017, -3.1928, -2.0039], [0.5075, -4.5494, -1.7755], [1.7317, -5.1522, -1.5260], [2.8855, -4.4161, -1.5403], [2.8806, -3.0515, -1.7681], [2.2237, 0.3023, -0.0566], [6.2359, 3.3472, 0.1735], [5.1848, 4.4136, -0.8177], [6.9072, 4.2659, -1.1635], [6.6791, 1.8884, -1.8276], [5.5840, 2.9005, -2.7856], [4.1028, 1.3117, -2.3330], [4.8297, 0.7571, -0.7848], [2.9218, 2.9311, -1.3659], [4.1591, -0.1731, 1.5732], [-1.3397, 0.9521, 1.3971], [0.1237, 1.6036, 2.1071], [-2.1230, 3.0620, 1.1669], [-0.6632, 3.7747, 0.8878], [-0.1771, 1.8903, -2.1827], [-0.9275, 3.0307, -1.1077], [-2.6940, 1.7796, -0.5453], [-1.8374, 0.2234, -0.7576], [-1.8151, 0.8520, -3.2880], [-2.9130, 2.1719, -2.8988], [-3.6565, -0.3512, -3.6382], [-3.5759, -1.0743, -1.0994], [-4.9966, -1.2299, -2.0947], [-6.5280, 0.8842, -2.3306], [-7.9761, 2.2661, -0.8464], [-7.4071, 2.5387, 1.5567], [-5.3875, 1.3950, 2.4506], [-3.7242, 0.1133, 2.0176], [-0.7789, -0.8953, 0.7017], [0.5030, -2.0411, 0.3675], [-0.0315, -0.4208, 2.8016], [1.6637, -0.4298, 2.3799], [1.5240, -2.3602, 3.6566], [1.2294, -3.1150, 2.1060], [-0.4157, -4.0266, 3.5021], [-0.7187, -2.5725, 4.4445], [-2.6687, -2.9486, 3.1546], [-1.8963, -1.6158, 2.3416], [-1.9581, -2.9180, 0.5306], [-2.5931, -4.1329, 1.3882], [-0.4514, -2.6930, -2.1729], [-0.4261, -5.1039, -1.7677], [1.7374, -6.2218, -1.3244], [3.8251, -4.9270, -1.3377], [3.7958, -2.4664, -1.7666]],
  "atomic_forces_ev_per_a": [[0.9, -0.1, 0.0], [-0.4, 0.0, 0.2], [0.0, 1.5, -1.2], [0.3, -1.5, 0.3], [-0.2, 2.3, -1.0], [-0.4, -0.4, -0.8], [0.1, -0.1, -0.1], [0.1, -0.2, 0.6], [-0.4, 0.2, 1.1], [0.1, -0.1, -0.2], [-0.1, -0.1, -0.3], [-0.3, 0.0, -0.2], [-0.1, 0.7, 1.7], [0.9, -0.9, 0.1], [-0.8, -0.5, 0.0], [-0.5, 0.0, -0.6], [0.7, 0.5, 0.0], [0.5, -0.3, -0.5], [-0.2, 0.4, 0.5], [-0.8, -0.6, -0.3], [0.5, -0.2, -0.2], [0.2, -0.4, -0.3], [-1.2, 0.8, -0.4], [0.3, -0.1, 0.9], [0.1, 0.0, 0.1], [0.7, -0.5, 0.4], [-0.1, 0.0, 0.1], [-1.3, 1.1, -0.2], [-0.2, 0.5, 1.0], [-0.4, -0.5, -0.2], [0.4, 0.7, 0.9], [-0.2, -0.6, -0.6], [-0.6, -0.3, 0.1], [0.0, 0.3, 0.0], [1.1, -0.5, -0.7], [0.9, 0.2, -0.6], [-0.8, -0.5, 0.7], [-0.7, 1.3, 0.0], [-1.0, 0.0, -0.1], [0.1, 0.0, 0.0], [-0.9, -0.9, 0.0], [1.2, -0.3, 0.3], [0.3, 0.0, -0.1], [0.4, -1.5, 0.4], [-0.3, 0.2, -0.1], [-0.1, -0.3, 0.1], [-0.2, -0.2, 0.0], [-0.1, 0.1, 0.0], [0.1, -0.1, 0.2], [0.3, -0.7, 0.4], [-0.1, 0.2, 0.1], [0.1, -0.2, -0.1], [0.2, 0.2, -0.1], [-0.3, 0.6, 0.1], [-0.1, 0.0, -0.3], [0.1, 0.3, -0.1], [0.2, -0.1, 0.1], [0.1, -0.2, 0.3], [0.4, -0.1, 0.2], [-0.1, -0.5, 0.0], [-0.4, 0.0, -0.3], [-0.2, 0.1, 0.1], [0.0, -0.2, 0.1], [0.2, -0.1, 0.2], [0.0, 0.4, 0.0], [0.2, 0.1, 0.0], [0.0, 0.1, 0.1], [0.2, -0.1, -0.1], [-0.1, 0.0, -0.3], [-0.2, 0.1, -0.1], [0.1, 0.0, -0.1], [0.2, -0.2, -0.3], [0.3, 0.3, -0.3], [0.3, 0.0, -0.1], [-0.1, -0.2, -0.2], [-0.1, -0.2, -0.2], [-0.3, 0.1, 0.0], [-0.1, 0.2, 0.1], [0.3, 0.2, -0.2], [0.3, 0.1, 0.2], [0.2, -0.2, 0.0], [0.1, 0.0, 0.0], [0.1, 0.0, 0.0], [0.2, 0.1, 0.1], [0.2, 0.0, 0.0], [0.2, 0.2, 0.0], [-0.1, 0.1, 0.0], [-0.2, -0.1, 0.0]],
  "total_charge": -1,
  "orbital_gap_ev": 6.86,
  "homo_ev": -4.56
}

=====

(2)
{
  "formula": "C30H44BN8W",
  "method": "ωB97M-V with the def2-TZVPD basis set",
  "elements": ["W", "C", "C", "C", "C", "N", "N", "B", "N", "N", "C", "C", "C", "C", "C", "C", "C", "C", "N", "N", "C", "C", "C", "C", "C", "C", "C", "C", "C", "C", "C", "C", "H", "H", "H", "H", "H", "H", "H", "H", "H", "H", "H", "H", "H", "H", "H", "H", "H", "H", "H", "H", "H", "H", "H", "H", "H", "H", "H", "H", "H", "H", "H", "H", "H", "H", "H", "H", "H", "H", "H", "H", "N", "C", "C", "C", "C", "C", "N", "C", "H", "H", "H", "H"],
  "xyz": [[-0.1805, -0.3804, -0.2548], [1.5136, 4.6059, 1.0892], [0.7935, 3.6035, 0.2708], [-0.0205, 3.8403, -0.8458], [-0.4495, 2.6147, -1.3021], [0.0380, 1.6531, -0.4506], [0.8281, 2.2857, 0.4848], [1.7545, 1.4733, 1.4235], [2.5517, 0.4769, 0.5441], [1.8861, -0.3909, -0.2789], [2.8141, -1.0855, -0.9851], [4.0677, -0.6776, -0.5879], [3.8725, 0.3244, 0.3738], [4.9078, 1.0953, 1.1028], [2.3748, -2.0913, -2.0139], [1.6034, -1.3431, -3.1059], [3.5725, -2.8287, -2.6142], [1.4105, -3.0768, -1.3517], [0.8434, 0.6372, 2.3485], [0.0331, -0.3213, 1.7947], [-0.4392, -1.1085, 2.8158], [0.0331, -0.5989, 4.0006], [0.8473, 0.4993, 3.6767], [1.6067, 1.3777, 4.5948], [-1.2689, -2.3448, 2.5932], [-2.7657, -2.0072, 2.6958], [-0.9267, -3.3986, 3.6566], [-0.9075, -2.9384, 1.2267], [-1.2213, 2.3758, -2.5788], [-1.3448, 0.8787, -2.9291], [-0.4559, 3.0786, -3.7175], [-2.6186, 3.0069, -2.4454], [1.1920, 5.6051, 0.8088], [2.5920, 4.5391, 0.9318], [1.3267, 4.4601, 2.1531], [-0.2168, 4.8059, -1.2803], [2.4779, 2.1780, 2.0354], [5.0184, -1.0333, -0.9471], [5.8955, 0.7557, 0.8044], [4.8110, 0.9676, 2.1819], [4.8340, 2.1630, 0.8904], [2.1994, -0.5500, -3.5577], [0.6951, -0.8867, -2.6578], [1.2743, -2.0243, -3.8910], [4.2512, -2.1332, -3.1081], [3.2330, -3.5500, -3.3570], [4.1234, -3.3698, -1.8447], [0.4914, -2.5271, -1.0335], [1.8520, -3.5604, -0.4805], [1.0911, -3.8460, -2.0551], [-0.1422, -0.9872, 4.9899], [1.3186, 1.1787, 5.6235], [1.4226, 2.4295, 4.3757], [2.6816, 1.2069, 4.5064], [-2.9847, -1.5581, 3.6644], [-3.3550, -2.9211, 2.6129], [-3.0858, -1.3118, 1.9236], [-1.3085, -3.0968, 4.6312], [0.1500, -3.5536, 3.7342], [-1.3963, -4.3490, 3.4013], [-0.8091, -2.1279, 0.4553], [-1.6726, -3.6257, 0.8668], [0.0483, -3.4595, 1.2705], [-0.8889, 0.2384, -2.1449], [-0.8271, 0.6467, -3.8582], [-2.3837, 0.5692, -3.0293], [0.5710, 2.7153, -3.7840], [-0.4294, 4.1570, -3.5701], [-0.9563, 2.8868, -4.6670], [-3.2081, 2.5175, -1.6683], [-3.1516, 2.9235, -3.3930], [-2.5456, 4.0653, -2.1988], [-5.1734, -3.6534, -2.4705], [-4.8177, -2.7153, -1.9123], [-4.3176, -1.5766, -1.2023], [-5.1508, -0.5975, -0.6552], [-4.5654, 0.4582, 0.0259], [-3.1914, 0.5101, 0.1509], [-2.3807, -0.4305, -0.3731], [-2.9482, -1.4503, -1.0434], [-6.2252, -0.6710, -0.7665], [-5.1735, 1.2359, 0.4673], [-2.7068, 1.3142, 0.6914], [-2.2909, -2.1969, -1.4775]],
  "atomic_forces_ev_per_a": [[0.6, 1.3, 1.3], [0.1, 0.0, 0.1], [-0.2, -0.1, -0.2], [0.1, -0.2, 0.0], [-0.1, 0.4, -0.1], [-0.3, -0.9, 0.2], [0.2, 0.3, 0.1], [-0.1, -0.2, -0.2], [0.1, 0.3, 0.2], [0.2, -0.2, -0.2], [0.1, -0.1, 0.0], [0.0, 0.2, 0.1], [0.0, -0.4, -0.3], [0.0, 0.2, 0.2], [-0.2, 0.1, 0.0], [0.1, -0.1, 0.1], [0.0, 0.0, 0.1], [0.6, 0.0, -0.2], [0.2, 0.1, 0.3], [-0.3, 0.1, -1.3], [-0.1, -0.2, 0.5], [0.0, -0.1, -0.2], [-0.1, -0.1, -0.2], [0.1, 0.1, 0.0], [-0.1, 0.1, -0.2], [0.1, 0.0, 0.0], [0.1, 0.0, 0.0], [0.1, -0.1, 0.5], [0.0, -0.1, 0.1], [-0.1, 0.4, -0.2], [0.0, 0.0, 0.0], [0.0, 0.0, 0.0], [0.0, 0.0, 0.0], [0.0, 0.0, 0.0], [0.0, 0.0, 0.0], [0.0, 0.0, 0.0], [0.0, 0.1, 0.1], [0.0, 0.0, 0.0], [0.0, 0.0, 0.0], [0.0, 0.0, 0.0], [0.0, 0.0, 0.0], [-0.1, 0.1, 0.0], [0.1, 0.0, -0.2], [-0.1, 0.0, 0.0], [0.0, 0.0, 0.0], [0.0, 0.0, 0.0], [0.0, 0.0, 0.0], [-0.2, 0.0, 0.0], [-0.1, 0.1, 0.1], [-0.2, 0.1, 0.0], [0.0, 0.0, 0.0], [0.0, 0.0, 0.0], [0.0, 0.0, 0.0], [0.0, 0.0, 0.0], [0.0, 0.0, 0.0], [0.0, 0.0, 0.0], [0.0, 0.0, 0.0], [0.0, 0.0, 0.0], [0.0, 0.0, 0.0], [0.0, 0.0, 0.0], [-0.4, -0.6, 0.0], [0.0, 0.1, -0.2], [0.0, 0.1, -0.1], [0.0, -0.1, -0.3], [0.1, -0.1, 0.1], [0.0, -0.1, 0.1], [0.0, 0.0, 0.0], [0.0, 0.0, 0.0], [0.0, 0.0, 0.0], [0.0, 0.0, 0.0], [0.0, 0.0, 0.0], [0.0, 0.0, 0.0], [0.0, 0.1, 0.0], [-0.1, -0.1, -0.1], [0.1, 0.1, 0.1], [0.1, -0.1, 0.0], [0.0, 0.0, 0.0], [0.2, 0.1, 0.1], [-0.3, -0.2, -0.1], [0.0, 0.0, 0.0], [0.0, 0.0, 0.0], [0.0, 0.0, 0.0], [0.0, 0.0, 0.0], [0.0, 0.0, 0.0]],
  "total_charge": 3,
  "orbital_gap_ev": [5.47, 6.72],
  "relative_energy_ev": 0.3380,
  "homo_ev": [-17.33, -17.83],
  "spin_multiplicity": 3
}

=====

(3)
{
  "formula": "C30H44Br2N13TeV",
  "method": "ωB97M-V with the def2-TZVPD basis set",
  "elements": ["V", "Br", "C", "C", "C", "N", "C", "C", "C", "C", "C", "Br", "C", "C", "N", "H", "H", "H", "H", "H", "H", "C", "C", "C", "C", "N", "N", "H", "H", "H", "H", "H", "H", "H", "H", "H", "H", "H", "H", "C", "C", "C", "C", "C", "C", "Te", "C", "C", "C", "H", "H", "H", "H", "H", "H", "H", "H", "H", "H", "H", "N", "N", "N", "C", "N", "N", "H", "H", "H", "C", "N", "C", "N", "C", "N", "C", "N", "C", "C", "H", "H", "H", "H", "H", "H", "H", "H", "H", "H", "H", "H"],
  "xyz": [[0.6178, 0.1388, 0.5537], [2.1025, 1.8522, 6.9777], [1.6472, 1.4200, 5.2049], [0.3200, 1.2699, 4.8411], [0.0513, 0.9415, 3.5273], [0.9968, 0.7743, 2.6001], [2.2852, 0.9168, 2.9618], [2.6439, 1.2387, 4.2621], [3.2708, 0.6737, 1.8854], [4.6382, 0.8434, 2.0585], [5.4858, 0.5552, 1.0065], [7.3436, 0.7781, 1.2077], [4.9600, 0.0988, -0.1921], [3.5907, -0.0278, -0.2850], [2.7503, 0.2589, 0.7152], [-0.4796, 1.3880, 5.5570], [-0.9675, 0.7727, 3.2014], [3.6780, 1.3319, 4.5573], [5.0493, 1.1880, 2.9953], [5.5952, -0.1497, -1.0294], [3.1425, -0.3826, -1.2021], [2.8178, 5.0514, -0.4281], [1.3984, 4.5053, -0.3190], [0.7186, 5.0668, 0.9339], [0.5971, 4.8593, -1.5670], [1.5557, 3.0317, -0.2623], [0.3635, 2.3090, 0.0513], [2.7986, 6.1240, -0.6172], [3.3509, 4.5641, -1.2452], [3.3724, 4.8855, 0.4993], [0.8040, 6.1532, 0.9487], [1.1945, 4.6846, 1.8416], [-0.3497, 4.8377, 0.9702], [0.4809, 5.9403, -1.6457], [-0.4106, 4.4348, -1.5380], [1.1054, 4.5007, -2.4630], [2.2271, 2.8058, 0.4645], [-0.2352, 2.3599, -0.7669], [-0.1571, 2.7552, 0.8070], [-0.5795, -6.7975, -2.6947], [-0.4148, -5.7232, -1.6529], [-1.4182, -5.4469, -0.7377], [-1.2752, -4.4742, 0.2520], [-2.4018, -4.2863, 1.2334], [-0.0865, -3.7380, 0.3179], [0.1612, -2.2334, 1.8111], [0.9542, -4.0240, -0.5823], [2.2916, -3.3364, -0.5134], [0.7684, -4.9996, -1.5548], [-1.5970, -7.1862, -2.7035], [0.0956, -7.6327, -2.5002], [-0.3500, -6.4234, -3.6943], [-2.3425, -6.0135, -0.7820], [-3.2686, -4.8781, 0.9416], [-2.7076, -3.2452, 1.3141], [-2.0946, -4.5984, 2.2338], [2.1776, -2.2625, -0.3809], [2.8740, -3.5304, -1.4160], [2.8593, -3.6920, 0.3496], [1.5793, -5.2126, -2.2456], [0.0656, -2.4970, -4.1445], [0.2671, -1.4110, -3.3237], [0.6596, -0.2432, -3.7778], [0.8521, 0.4250, -2.6492], [0.5779, -0.3398, -1.5801], [0.2021, -1.5167, -2.0346], [-0.3126, -2.1669, -5.0252], [-0.5732, -3.1381, -3.6822], [1.2056, 1.4425, -2.5974], [-2.7880, -0.6389, 0.4989], [-4.2182, -0.5824, 0.2444], [-4.4330, -0.4194, -1.1913], [-3.7940, 0.8032, -1.6982], [-2.3711, 0.7212, -1.4131], [-2.0782, 0.5849, 0.0339], [-2.7114, 1.7395, 0.7159], [-4.1413, 1.8282, 0.4768], [-4.7689, 0.5815, 0.9345], [-4.3538, 1.9445, -0.9695], [-2.3505, -1.4973, -0.0144], [-2.6030, -0.7660, 1.5647], [-5.5032, -0.3683, -1.3944], [-4.0184, -1.2829, -1.7151], [-1.8870, 1.6276, -1.7958], [-1.9573, -0.1445, -1.9320], [-2.2581, 2.6673, 0.3540], [-2.5315, 1.6525, 1.7905], [-5.8418, 0.6386, 0.7490], [-4.6059, 0.4727, 2.0083], [-3.8846, 2.8641, -1.3280], [-5.4241, 2.0030, -1.1679]],
  "atomic_forces_ev_per_a": [[-0.5, 0.4, 0.0], [0.0, 0.0, -0.1], [0.0, 0.0, 0.1], [0.0, 0.0, 0.0], [0.0, -0.1, 0.0], [0.0, 0.1, 0.1], [-0.2, 0.0, 0.1], [0.1, 0.0, 0.0], [0.1, -0.1, -0.2], [-0.1, 0.0, 0.1], [0.2, 0.0, -0.1], [-0.2, 0.0, 0.0], [0.1, 0.0, 0.1], [0.0, 0.0, 0.0], [0.2, 0.0, 0.0], [0.0, 0.0, 0.0], [0.0, 0.0, 0.0], [0.0, 0.0, 0.0], [0.0, 0.0, 0.0], [0.0, 0.0, 0.0], [0.0, 0.0, 0.0], [0.0, 0.0, 0.0], [0.0, 0.0, 0.0], [0.0, 0.0, 0.0], [0.0, 0.0, 0.0], [0.0, 0.1, 0.0], [0.2, -0.1, -0.1], [0.0, 0.0, 0.0], [0.0, 0.0, 0.0], [0.0, 0.0, 0.0], [0.0, 0.0, 0.0], [0.0, 0.0, 0.0], [0.0, 0.0, 0.0], [0.0, 0.0, 0.0], [0.0, 0.0, 0.0], [0.0, 0.0, 0.0], [0.0, -0.1, 0.0], [0.0, 0.0, 0.0], [0.0, 0.0, 0.0], [0.0, 0.0, 0.0], [0.0, 0.0, 0.0], [0.0, 0.0, 0.0], [0.0, 0.1, 0.0], [0.0, 0.0, 0.0], [0.1, 0.0, 0.0], [0.2, -0.3, 0.1], [0.0, -0.1, 0.1], [-0.1, -0.1, 0.0], [0.0, 0.0, 0.0], [0.0, 0.0, 0.0], [0.0, 0.0, 0.0], [0.0, 0.0, 0.0], [0.0, 0.0, 0.0], [0.0, 0.0, 0.0], [0.0, 0.0, 0.0], [0.0, 0.0, 0.0], [0.0, 0.0, 0.0], [0.0, 0.0, 0.0], [0.0, 0.0, 0.0], [0.0, 0.0, 0.0], [-0.1, -0.1, -0.1], [0.0, 0.0, 0.2], [0.1, 0.0, -0.1], [0.0, -0.2, 0.0], [0.1, 0.3, 0.1], [-0.2, -0.1, -0.2], [0.0, 0.1, 0.0], [0.1, 0.0, 0.1], [0.0, 0.0, 0.0], [0.0, -0.1, 0.0], [0.0, 0.0, 0.0], [0.0, 0.0, 0.0], [0.0, 0.0, 0.0], [0.0, 0.0, 0.0], [0.2, -0.1, 0.1], [0.0, 0.0, 0.0], [0.0, 0.0, 0.0], [0.0, 0.0, 0.0], [0.0, 0.0, 0.0], [0.0, 0.0, 0.0], [0.0, 0.0, 0.0], [0.0, 0.0, 0.0], [0.0, 0.0, 0.0], [0.0, 0.0, 0.0], [0.0, 0.0, 0.0], [0.0, 0.0, 0.0], [0.0, 0.0, 0.0], [0.0, 0.0, 0.0], [0.0, 0.0, 0.0], [0.0, 0.0, 0.0], [0.0, 0.0, 0.0]],
  "total_charge": 1,
  "orbital_gap_ev": [5.41, 5.57],
  "relative_energy_ev": 0.0000,
  "homo_ev": [-8.76, -9.06],
  "spin_multiplicity": 4
}

=====

So what do the calculations give for energy? Going down the list: -2189.23866 -1698.64261 -8241.25669 Ha.
So what do the calculations give for max |F|? Going down the list: 0.04812 0.03744 0.01257 Eh/bohr.